[1]
C19H31F9HfOP2 | wB97M-V/def2-TZVPD

Its largest force on an atom is 5.44 eV/Å. The LUMO energy is -0.280 hartree. The total charge is +2. Its multiplicity is 1.

Atoms and positions in Å:
P 0.88396 -0.15600 -3.15134
P -1.71181 -1.83994 -1.96876
C 0.05134 -1.52061 -4.09441
C -1.41444 -1.68662 -3.77866
H 0.65115 -2.42153 -3.91933
H 0.15027 -1.18707 -5.12556
H -2.04574 -0.85711 -4.13053
H -1.75713 -2.64946 -4.16268
C -1.22401 -3.60414 -1.74509
H -1.42816 -3.93787 -0.70949
H -0.15452 -3.76062 -1.98864
H -1.87114 -4.15409 -2.45126
C -3.50492 -1.89972 -1.84837
H -3.80407 -2.82954 -2.36073
H -3.91532 -1.01501 -2.36326
H -3.80505 -1.91876 -0.78896
C 2.51575 -0.32456 -3.95583
H 3.24113 0.40123 -3.54358
H 2.30503 -0.12851 -5.02894
H 2.84658 -1.37466 -3.80350
C 0.17605 1.22253 -4.11655
H -0.92275 1.27047 -3.98030
H 0.42221 0.91999 -5.15577
H 0.66002 2.18407 -3.86201
Hf 0.56347 1.77061 1.01809
C -1.76549 0.11486 1.53946
C -1.20463 -1.09902 1.74611
C -0.44008 -1.90099 0.76702
C 1.12468 -1.74214 0.31426
C 1.78890 -0.57643 -0.33837
C 1.14706 0.56884 -0.92999
C -0.45170 0.69720 -0.85340
C -1.43841 1.12823 0.35831
C 0.63091 3.83308 0.98550
H -2.45808 0.61279 2.24751
H -1.14857 -1.40537 2.79570
H -1.00802 -1.95894 -0.18926
H -0.40583 -2.95126 1.13489
H 1.74320 -1.98868 1.20699
H 1.21292 -2.65252 -0.34911
H 2.89333 -0.57847 -0.43245
H 1.71613 1.28056 -1.59994
H -0.87069 -0.33085 -1.10752
H -0.81180 1.35308 -1.66756
H -1.23280 2.23511 0.78688
H -2.32648 1.35102 -0.31399
H -0.27978 4.34227 1.24121
H 0.94516 4.19424 0.01447
H 1.37315 4.17746 1.71308
F -0.14013 -0.59471 4.81359
C 1.04743 0.05690 5.00964
F 1.20112 0.19947 6.36872
F 2.03924 -0.73608 4.54155
C 1.05842 1.47073 4.31623
O 1.03840 1.48932 2.88895
C -0.22628 2.16676 4.80478
F -0.40507 2.16245 6.15512
F -0.22720 3.45481 4.35915
F -1.31104 1.55413 4.24636
C 2.28719 2.21484 4.96276
F 2.08260 2.49876 6.28657
F 3.41912 1.47009 4.87996
F 2.49522 3.38534 4.31231

***

[2]
C6H11O5PS | wB97M-V/def2-TZVPD

Its largest force on an atom is 1.74 eV/Å. The LUMO energy is 0.016 hartree. The total charge is 0. Its multiplicity is 1. The structure (SMILES) is COP(=O)(S)OC.O=C=O.C#CC.

Atoms and positions in Å:
C 2.99617 -2.46097 -0.02441
O 3.20672 -1.05876 0.01122
P 1.92364 -0.07770 0.17762
O 0.67538 -0.76583 0.47580
S 1.97942 1.00864 -1.63185
O 2.36514 0.91116 1.33841
C 3.46724 1.79262 1.19877
H 3.34680 -2.84909 -0.98454
H 1.93684 -2.68791 0.10487
H 3.56819 -2.91536 0.78453
H 3.07144 0.40112 -2.09067
H 3.49612 2.38664 2.11075
H 3.32507 2.44711 0.33696
H 4.39671 1.23233 1.08644
O -1.91676 0.96061 0.43804
C -0.88987 1.45181 0.36701
O 0.10618 2.01263 0.27637
C -6.54305 -1.09538 0.60366
C -6.01823 -0.19420 0.01749
C -5.37607 0.89710 -0.67796
H -7.00832 -1.88439 1.11358
H -6.12045 1.49790 -1.19944
H -4.66039 0.50711 -1.40142
H -4.83996 1.52501 0.03442

***

[3]
C9H18NO3 | wB97M-V/def2-TZVPD

Its largest force on an atom is 3.50 eV/Å. The LUMO energy is -0.115 hartree. The total charge is +1. Its multiplicity is 1.

Atoms and positions in Å:
C 1.36020 -0.52278 0.93091
C 2.62915 -0.00866 0.15360
C 2.34423 1.36466 -0.29972
C 0.08649 0.00728 0.24598
C -2.18648 -0.19621 2.32738
C -1.35398 -2.73285 -1.62973
C 0.40751 2.51710 -0.83964
C -1.92751 0.87512 1.30703
C -0.24319 -1.99739 -1.05942
N 1.03572 1.24993 -0.87982
O 1.36054 -1.19487 1.91062
O -0.50571 0.89579 1.07197
O -0.67573 -0.77684 -0.43300
H 3.52253 0.05073 0.83755
H 2.75003 -0.76292 -0.62104
H 2.43693 2.03162 0.49840
H 3.04147 1.65683 -1.06051
H -2.43608 -1.05760 1.69555
H -1.21743 -0.36060 2.86779
H -3.17056 -0.13461 2.79655
H -2.33208 -2.46812 -1.15484
H -1.46352 -2.48784 -2.78749
H -1.12255 -3.79451 -1.45503
H 1.15897 3.29485 -1.23165
H -0.45886 2.63271 -1.44016
H -0.14471 2.67767 0.15682
H -2.21892 1.82528 1.62259
H -2.52146 0.67205 0.44333
H 0.52256 -1.68772 -1.78852
H 0.28893 -2.56468 -0.30864
H 1.03350 0.99657 -1.87687

***

[4]
C39H52ClIrNO3PS3Se2Si2 | wB97M-V/def2-TZVPD

Its largest force on an atom is 4.20 eV/Å. The LUMO energy (alpha / beta) is -0.105 / -0.194 hartree. The total charge is +1. Its multiplicity is 6.

Atoms and positions in Å:
Ir 0.99203 2.35878 1.43770
Se -1.19442 3.43373 0.91398
P -0.54983 2.82513 3.11577
Se 1.19517 1.75129 3.88109
C -0.90375 4.33481 4.17155
C -0.45157 4.37937 5.48869
C -0.68378 5.44917 6.33598
C -1.31708 6.53392 5.79351
C -1.82401 6.53804 4.49757
C -1.51475 5.45506 3.65991
C -1.99269 1.86201 3.71001
C -1.96271 0.51539 3.26842
C -3.12220 -0.28143 3.39577
C -4.29726 0.19463 3.97999
C -4.28853 1.51142 4.38835
C -3.10711 2.32559 4.35478
H 0.02895 3.42447 5.86086
H -0.31907 5.50345 7.37222
H -1.40106 7.42169 6.39682
H -2.28794 7.37690 3.97346
H -1.83929 5.53981 2.62147
H -0.97427 0.05812 2.91152
H -3.06471 -1.30792 3.02659
H -5.14509 -0.46116 4.03802
H -5.16117 2.05850 4.79190
H -3.18563 3.42257 4.65911
C -7.94999 -0.04099 -1.17343
C -7.13960 -1.18108 -0.62918
S -5.36026 -0.99596 -1.03422
C -5.01281 -2.58799 -1.96320
C -5.03095 -2.29621 -3.43298
S -5.19834 -0.46165 -3.43567
C -6.78240 -0.10397 -4.24928
C -7.25494 1.24191 -3.73249
S -6.95153 1.37112 -1.88486
H -8.71203 0.37831 -0.42071
H -8.53350 -0.43842 -2.00960
H -7.47526 -2.15926 -0.98069
H -7.09044 -1.16696 0.42079
H -5.61939 -3.46973 -1.61627
H -4.05673 -2.80003 -1.48826
H -5.84535 -2.76511 -4.00471
H -4.15377 -2.51851 -4.00885
H -7.54686 -0.89290 -4.05237
H -6.55834 -0.06424 -5.31227
H -8.35165 1.34228 -3.96531
H -6.66642 2.01938 -4.20914
C 6.09961 -0.39022 0.02261
Si 4.95380 0.54024 1.22590
C 5.84306 2.09224 1.89863
C 4.72649 -0.65050 2.68411
C 3.29441 1.30993 0.52429
C 3.27675 2.74256 0.27364
C 4.21078 3.39161 -0.63893
C 3.96910 4.68611 -0.96346
C 3.05044 5.48329 -0.25216
C 2.16199 4.82946 0.58918
N 2.36324 3.54585 0.87258
Si 1.98370 0.28914 -0.48633
C 3.05878 -0.25366 -1.97298
C 1.53245 -1.42666 0.48339
C 0.33085 0.91260 -1.17288
H 5.64405 -1.33909 -0.18449
H 7.04534 -0.46677 0.57861
H 6.37958 0.14797 -0.91554
H 5.17327 2.66984 2.52018
H 6.34066 2.70420 1.15574
H 6.57128 1.68618 2.59893
H 5.66339 -1.20480 2.88997
H 4.03872 -1.46896 2.49561
H 4.38931 -0.14997 3.58377
H 4.93913 2.81660 -1.16987
H 4.46005 5.08429 -1.81083
H 3.08685 6.56297 -0.38574
H 1.35703 5.40191 1.05596
H 3.45840 -1.27591 -1.98088
H 3.94383 0.37426 -2.05579
H 2.47653 -0.12774 -2.87062
H 0.48941 -1.51092 0.76767
H 2.20253 -1.46561 1.33324
H 1.67419 -2.91882 -1.22445
H 0.62266 1.90438 -1.56697
H -0.44567 0.91823 -0.40995
H -0.07624 0.24418 -1.99109
C 0.38084 -5.63190 -2.84568
C 1.64128 -5.65567 -3.70452
C 1.92302 -6.61928 -4.73462
C 3.20207 -6.66075 -5.24293
Cl 3.41632 -7.85968 -6.46842
C 4.23259 -5.69059 -4.83317
C 3.96677 -4.90243 -3.72617
C 2.69567 -4.90078 -3.20086
O 2.54425 -4.10507 -2.05446
C 3.44277 -4.44198 -1.01646
C 3.14330 -3.52678 0.15408
O 1.85268 -2.80038 -0.17142
O 3.50417 -3.51756 1.29166
H -0.04823 -4.59953 -2.73175
H 0.82489 -6.04261 -1.91324
H -0.34205 -6.32309 -3.27141
H 1.18777 -7.24338 -5.21210
H 5.19367 -5.69561 -5.39084
H 4.70858 -4.26275 -3.27426
H 4.51344 -4.37690 -1.30665
H 3.38881 -5.46500 -0.71014

***

[5]
C3H5N3 | wB97M-V/def2-TZVPD

Its largest force on an atom is 0.45 eV/Å. The LUMO energy (alpha / beta) is 0.014 / 0.014 hartree. The total charge is 0. Its multiplicity is 1.

Atoms and positions in Å:
C 0.11517 1.08434 1.37104
N 0.04273 0.59672 0.16761
C 1.10711 -0.16194 -0.50494
N 0.60690 -1.09456 -1.18063
C -0.85530 -0.93794 -0.93360
N -1.08797 0.40232 -0.48523
H 1.06765 1.18904 1.86676
H -0.84101 1.27298 1.83797
H -1.03827 -1.59820 -0.06055
H 2.15490 0.09021 -0.36832
H -1.47737 -1.26056 -1.76444

***

[6]
CH3N4O2S | wB97M-V/def2-TZVPD

Its largest force on an atom is 4.74 eV/Å. The LUMO energy is 0.133 hartree. The total charge is -1. Its multiplicity is 1.

Atoms and positions in Å:
C 1.46332 1.59504 0.41527
N -3.95878 1.61822 -0.12584
N -2.89971 1.20669 -0.24366
N 0.99942 0.26072 0.02083
N 2.18005 -0.41576 -0.48175
O 0.62030 2.29621 0.92678
O 2.66405 1.78872 0.14742
S -1.40745 0.87298 -0.19186
H 2.90765 0.38521 -0.35976
H 0.66759 -0.22596 0.76756
H 2.15471 -0.58323 -1.47611

***

[7]
C8H9ClIN2O | wB97M-V/def2-TZVPD

Its largest force on an atom is 4.56 eV/Å. The LUMO energy is -0.202 hartree. The total charge is +1. Its multiplicity is 1. The structure (SMILES) is C[C@@H]1C2=C(I)C=NC(=[NH2+])[C@H]2O[C@H]1Cl.

Atoms and positions in Å:
C -0.46821 0.11306 -2.66209
C 0.36806 -0.37107 -1.52351
C -0.34437 -0.53612 -0.25068
C -0.78226 -1.65347 0.38045
I -0.63126 -3.56469 -0.45671
C -1.12191 -1.53857 1.81102
N -0.71697 -0.59153 2.59259
C -0.05722 0.46752 2.07601
N 0.61794 1.32773 2.75979
C -0.28491 0.73150 0.45000
O 0.46185 1.58975 -0.29678
C 1.27938 0.77505 -1.13586
Cl 2.64106 0.11317 0.00040
H 0.07220 0.56582 -3.46651
H -1.13726 1.06429 -2.29479
H -1.15026 -0.62084 -2.97698
H 0.94073 -1.36368 -1.89724
H -1.58647 -2.36954 2.16080
H 1.14935 2.04375 2.38131
H 0.51051 1.37536 3.77482
H -1.42207 1.01610 0.57123
H 1.66208 1.42642 -1.99728

***

[8]
C27H56FN7O13S | wB97M-V/def2-TZVPD

Its largest force on an atom is 2.84 eV/Å. The LUMO energy is 0.004 hartree. The total charge is 0. Its multiplicity is 1.

Atoms and positions in Å:
C -3.87193 -0.72712 -0.22432
C -3.03691 -0.74989 -1.50681
O -2.11191 -0.01401 -1.65792
O -3.33834 -1.64491 -2.54920
C -2.98065 -2.99292 -2.18333
C -1.45303 -3.19753 -2.00032
C -1.09942 -4.22544 -0.87126
C -1.30328 -3.66283 0.56705
C -0.01310 -3.55606 1.41671
O 0.99493 -4.53216 1.05797
S 2.37470 -4.34117 1.91433
O 3.30392 -5.25295 1.31160
O 2.94824 -2.76623 1.61187
C 4.07804 -2.76205 0.80848
O 3.94762 -2.81746 -0.34812
N 5.35888 -2.64076 1.42400
C 5.48319 -1.43021 2.13217
O 6.25350 -0.60295 1.88077
F 4.64241 -1.21287 3.15249
H -3.60909 -1.58848 0.40919
H -4.93325 -0.81688 -0.52063
H -3.71229 0.24476 0.25488
H -3.28452 -3.61014 -3.04615
H -3.58655 -3.34089 -1.32453
H -1.05824 -3.62957 -2.93525
H -0.90129 -2.27175 -1.76595
H -0.08460 -4.59094 -1.08639
H -1.78309 -5.08946 -0.99902
H -2.04262 -4.26251 1.11800
H -1.68367 -2.62960 0.45506
H -0.30189 -3.76483 2.47015
H 0.42179 -2.53894 1.44198
H 6.05176 -2.65693 0.67796
C 9.02811 -2.13487 7.04732
C 8.17023 -3.05219 6.21082
O 8.14723 -4.25874 6.39037
N 7.40920 -2.48831 5.23320
C 7.30372 -1.08509 4.87150
H 9.57277 -2.72547 7.77903
H 9.74900 -1.61203 6.41675
H 8.40443 -1.41360 7.57794
H 6.86293 -3.15987 4.71554
H 6.26426 -0.77631 4.98250
H 7.60054 -0.97179 3.83026
H 7.93361 -0.45786 5.49427
C -6.84976 2.34894 3.16694
C -5.60021 2.16715 2.34123
O -5.60519 1.53149 1.29356
N -4.45684 2.73392 2.79649
C -4.25648 3.51716 4.00654
H -7.67765 1.84218 2.67781
H -6.71377 1.91489 4.15869
H -7.09388 3.40863 3.25385
H -3.66282 2.57303 2.19592
H -3.88569 4.50375 3.72382
H -3.50235 3.02368 4.62953
H -5.17791 3.62703 4.57218
C -1.20955 4.73882 7.45628
C -1.80819 3.51123 6.81781
O -1.88978 3.38715 5.60267
N -2.26330 2.52932 7.63800
C -2.25383 2.49544 9.08862
H -0.89377 5.42811 6.67772
H -1.95010 5.23834 8.08286
H -0.33794 4.46676 8.05336
H -2.64942 1.73973 7.14337
H -1.67874 1.62809 9.41681
H -3.28001 2.39371 9.44543
H -1.81644 3.39446 9.51058
C 4.49506 -0.10571 -5.10208
C 3.90174 -1.36242 -5.69151
O 3.73937 -1.49787 -6.89415
N 3.54720 -2.35485 -4.83282
C 3.66316 -2.37413 -3.38552
H 4.72622 0.58968 -5.90475
H 3.78134 0.36831 -4.42611
H 5.41753 -0.33783 -4.56746
H 3.15839 -3.16316 -5.29353
H 4.29361 -3.21409 -3.09195
H 2.66872 -2.51246 -2.95853
H 4.09241 -1.45402 -3.00257
C -5.38747 2.11848 -6.90819
C -5.39982 0.69283 -6.42027
O -6.10782 -0.16363 -6.93406
N -4.59183 0.37361 -5.37481
C -3.68731 1.23443 -4.63312
H -6.08028 2.21961 -7.74024
H -5.70357 2.79224 -6.10994
H -4.38818 2.38732 -7.25244
H -4.65438 -0.59585 -5.10326
H -2.67942 0.82474 -4.71746
H -3.98862 1.22443 -3.58380
H -3.69791 2.25441 -5.00386
C -0.35640 2.22342 -7.54046
C -1.13660 3.30409 -6.83493
O -2.35918 3.32656 -6.83745
N -0.43559 4.26903 -6.18460
C 1.00330 4.40921 -6.07058
H -1.05011 1.53073 -8.00971
H 0.27679 2.65869 -8.31508
H 0.25527 1.67073 -6.82555
H -1.02123 4.95708 -5.73661
H 1.27661 4.38969 -5.01396
H 1.29846 5.37121 -6.49350
H 1.52880 3.61430 -6.59015

***

[9]
C29H43Cl2F19N6O6PSSi | wB97M-V/def2-TZVPD

Its largest force on an atom is 1.89 eV/Å. The LUMO energy is -0.130 hartree. The total charge is +1. Its multiplicity is 1.

Atoms and positions in Å:
C 4.65335 1.67183 1.97186
C 3.80009 0.45314 2.15370
N 4.30589 -0.69844 2.04655
C 2.32517 0.60257 2.54824
N 1.55669 1.75954 1.98840
C 0.62571 1.57540 1.04347
N 0.29117 0.28808 0.64710
P 1.28130 -0.37567 -0.73565
O 2.10540 -1.49088 0.10515
Cl 2.72754 1.07349 -0.82366
C -1.20686 0.30426 0.46600
C -1.62922 -0.37959 -0.85536
C -1.27635 -1.86632 -1.13106
O -0.92516 -1.97221 -2.50024
Si -1.79762 -2.99081 -3.51112
C -1.94938 -4.68139 -2.75104
C -0.84230 -3.04654 -5.10682
C -3.47879 -2.24332 -3.79791
C -1.68655 -0.53141 1.73887
F -1.45475 0.19229 2.85140
F -0.87254 -1.61135 1.80718
C -3.16216 -1.12585 1.82231
F -3.14102 -2.39549 1.35785
F -3.99169 -0.41163 1.04658
C -3.72931 -1.24163 3.26793
F -3.88599 -0.02672 3.81014
F -2.82552 -1.93514 3.97983
C -5.10183 -1.98927 3.36963
F -5.58747 -1.80420 4.57752
F -5.95841 -1.51589 2.47676
F -4.94726 -3.28060 3.16227
C -1.54528 1.88252 0.47822
C -2.17481 2.50603 1.77331
C -3.59654 2.20294 2.30187
C -4.68673 3.19718 1.87040
Cl -3.42770 2.26278 4.09592
S -2.74057 2.50385 -0.82443
O -2.82410 3.91809 -0.62453
O -3.86501 1.63181 -0.67547
C -2.32752 2.38091 -2.68583
F -2.68554 1.17727 -3.10748
F -3.17284 3.27201 -3.18210
C -0.90050 2.72364 -3.17462
F -0.00323 2.19161 -2.30909
F -0.75823 4.04908 -3.14983
C -0.57557 2.20063 -4.59951
F -1.52359 2.55878 -5.43987
F 0.57794 2.70776 -4.98236
F -0.48418 0.88261 -4.58355
N -0.17544 2.49254 0.46861
C 0.06630 3.91761 0.22761
C 1.79478 3.07478 2.60394
F 2.36231 3.92619 1.77702
F 0.63917 3.59795 3.00275
F 2.55385 2.92942 3.65535
H 4.84300 2.16338 2.93443
H 5.61722 1.35606 1.56216
H 4.23595 2.40830 1.28134
H 3.62171 -1.44196 2.18684
H 2.25061 0.69484 3.63766
H 1.77201 -0.29247 2.25623
H 2.10102 -2.34283 -0.36376
H -2.70394 -0.25455 -0.98733
H -1.15550 0.16231 -1.67609
H -0.43575 -2.22190 -0.52581
H -2.14310 -2.49041 -0.90468
H -2.63501 -4.66551 -1.89155
H -0.98952 -5.09816 -2.43262
H -2.40435 -5.35251 -3.49090
H -0.06511 -2.27580 -5.14508
H -1.50403 -2.93631 -5.97325
H -0.34203 -4.01982 -5.19934
H -4.01019 -2.78743 -4.58920
H -4.12605 -2.18148 -2.91519
H -3.32002 -1.21832 -4.16450
H -2.12157 3.59149 1.63534
H -1.45642 2.26793 2.56108
H -3.92104 1.19774 2.03897
H -4.26365 4.15976 1.57337
H -5.36823 3.37824 2.70755
H -5.27811 2.79282 1.04352
H 1.07900 4.03409 -0.16505
H -0.07124 4.54185 1.11325
H -0.63752 4.24982 -0.53327
C 8.37634 2.99634 -1.10162
C 7.43396 3.79431 -0.23202
O 6.38653 3.31316 0.18373
N 7.78786 5.06269 0.07926
C 8.98123 5.78601 -0.31618
H 7.94446 2.01141 -1.24878
H 8.51668 3.47455 -2.07153
H 9.35285 2.89031 -0.62832
H 7.11978 5.53989 0.66457
H 9.55984 6.08871 0.55706
H 8.72377 6.67981 -0.88533
H 9.60849 5.15576 -0.93777
C -1.30109 -8.44708 1.41053
C -0.69706 -7.87182 0.15058
O -0.36524 -8.56708 -0.78961
N -0.53240 -6.51574 0.09471
C -0.86654 -5.52416 1.09042
H -1.36039 -9.52379 1.28709
H -0.68571 -8.22066 2.28217
H -2.30275 -8.05170 1.58442
H -0.12276 -6.20613 -0.77161
H -1.59793 -4.80785 0.70592
H 0.01775 -4.96667 1.41095
H -1.29497 -6.00365 1.96506